Computed, not measured: a single C3H4N2O2 molecule at a distorted geometry, with wB97M-V/def2-TZVPD.

Computed properties:
orbital gap (alpha / beta): 0.25842 / 0.25831 Ha
DFT total energy: -376.48786 a.u.
strongest force on any atom: 1.99 eV/Å

```
! RIJCOSX wB97M-V def2-TZVPD def2/J DEFGRID3
* xyz 0 1
C -1.296 0.695 0.249
C 0.955 -0.067 -0.486
C 2.059 -0.180 0.233
O -0.279 1.368 -0.091
N -0.606 -0.767 0.062
N -2.495 0.920 0.522
O -1.227 -1.589 -0.530
H -3.061 0.077 0.565
H 0.884 -0.022 -1.563
H 2.052 -0.229 1.313
H 3.015 -0.205 -0.273
*
```

Results of the Löwdin charge analysis, in e, for atoms 1 through 5: -0.531 -0.091 -0.007 0.031 0.016

---

Computed, not measured: a molecular structure, C5H17HgIN2 at a distorted geometry, with wB97M-V/def2-TZVPD.

Computed properties:
orbital gap (alpha / beta): 0.23437 / 0.23919 Ha
DFT total energy: -761.12969 a.u.
strongest force on any atom: 1.94 eV/Å

```
! RIJCOSX wB97M-V def2-TZVPD def2/J DEFGRID3
* xyz 0 1
C -3.195 -2.111 -1.418
C 0.504 -3.722 -1.429
H -3.670 -2.547 -0.551
H -3.106 -2.856 -2.206
H -3.817 -1.303 -1.863
H 1.351 -3.718 -0.719
H -0.281 -4.475 -1.282
H 0.822 -3.758 -2.461
Hg -0.974 -2.099 -1.258
C 0.910 -0.847 -1.070
H 1.507 -1.304 -0.287
H 0.735 0.230 -0.815
H 1.401 -0.998 -2.024
I -2.579 0.182 -0.264
N 0.793 2.600 -0.067
C 1.187 3.257 1.153
C 0.790 2.493 2.400
N 0.627 1.079 2.153
H 0.962 3.173 -0.873
H -0.192 2.347 -0.074
H 2.266 3.343 1.148
H 0.772 4.265 1.230
H 1.501 2.691 3.205
H -0.193 2.847 2.692
H 1.429 0.678 1.682
H 0.453 0.554 3.000
*
```

Results of the Löwdin charge analysis, in e, for atoms 1 through 5: -0.556 -0.219 -0.036 -0.038 -0.082

---

Computed, not measured: 7 unconnected molecules or ions with the total composition C27H64O15S, with wB97M-V/def2-TZVPD.

Computed properties:
orbital gap: 0.34146 Ha
DFT total energy: -2593.54221 a.u.
strongest force on any atom: 0.81 eV/Å

```
! RIJCOSX wB97M-V def2-TZVPD def2/J DEFGRID3
* xyz 0 1
C 15.059 1.963 -1.505
C 14.059 1.382 -1.201
C 12.823 0.768 -0.740
O 11.817 1.808 -0.752
S 10.497 1.323 0.077
O 10.272 2.328 1.079
O 9.439 1.608 -1.131
H 15.820 2.687 -1.663
H 12.550 -0.061 -1.389
H 12.978 0.433 0.285
H 8.563 1.657 -0.722
C 10.147 4.059 3.946
O 9.612 4.215 5.253
C 9.639 3.011 6.002
C 10.789 2.986 6.986
O 12.047 2.959 6.329
C 12.680 4.225 6.280
H 10.312 5.051 3.528
H 11.097 3.523 3.961
H 9.437 3.523 3.310
H 9.684 2.143 5.338
H 8.699 2.957 6.563
H 10.719 2.073 7.585
H 10.726 3.842 7.666
H 13.093 4.482 7.262
H 11.992 5.010 5.958
H 13.495 4.160 5.562
C 3.290 3.703 3.407
O 4.103 4.860 3.316
C 5.061 4.955 4.360
C 6.437 4.523 3.903
O 6.472 3.137 3.585
C 6.408 2.881 2.196
H 2.764 3.588 2.460
H 3.882 2.803 3.589
H 2.550 3.820 4.206
H 4.747 4.368 5.228
H 5.108 6.006 4.661
H 7.148 4.681 4.720
H 6.767 5.124 3.050
H 7.370 3.110 1.722
H 5.617 3.461 1.713
H 6.192 1.820 2.064
C 1.757 0.238 -2.260
O 0.466 0.816 -2.225
C -0.236 0.549 -1.018
C -0.192 1.729 -0.073
O 1.125 1.985 0.393
C 1.758 3.057 -0.281
H 2.298 0.684 -3.093
H 2.310 0.429 -1.338
H 1.688 -0.843 -2.423
H 0.157 -0.347 -0.531
H -1.279 0.354 -1.285
H -0.805 1.497 0.803
H -0.612 2.618 -0.553
H 1.351 4.013 0.064
H 1.643 2.983 -1.365
H 2.821 3.022 -0.042
C -2.655 -3.074 0.481
O -2.801 -1.913 -0.320
C -3.211 -2.202 -1.648
C -4.691 -1.954 -1.846
O -5.483 -2.850 -1.083
C -5.990 -2.274 0.111
H -2.579 -2.753 1.519
H -3.513 -3.743 0.381
H -1.741 -3.612 0.210
H -2.958 -3.232 -1.916
H -2.653 -1.534 -2.312
H -4.936 -2.122 -2.899
H -4.939 -0.916 -1.603
H -6.813 -1.592 -0.116
H -5.214 -1.736 0.659
H -6.367 -3.079 0.740
C -12.262 -3.332 -1.405
O -11.905 -2.076 -1.953
C -11.572 -1.109 -0.969
C -10.074 -0.957 -0.823
O -9.473 -2.135 -0.311
C -8.876 -2.936 -1.320
H -12.261 -4.059 -2.216
H -11.551 -3.658 -0.643
H -13.267 -3.288 -0.971
H -12.024 -1.363 -0.005
H -11.993 -0.154 -1.298
H -9.868 -0.151 -0.111
H -9.628 -0.681 -1.784
H -7.941 -2.486 -1.654
H -9.542 -3.069 -2.177
H -8.662 -3.915 -0.895
C -9.649 -6.521 -7.249
O -10.946 -5.954 -7.192
C -11.633 -6.247 -5.987
C -11.590 -5.085 -5.018
O -10.272 -4.829 -4.561
C -9.655 -3.738 -5.223
H -9.120 -6.055 -8.079
H -9.088 -6.341 -6.329
H -9.711 -7.599 -7.432
H -11.226 -7.148 -5.518
H -12.677 -6.446 -6.249
H -12.195 -5.339 -4.141
H -12.022 -4.190 -5.476
H -10.069 -2.793 -4.855
H -9.784 -3.797 -6.306
H -8.589 -3.768 -4.997
*
```

Results of the Löwdin charge analysis, in e, for atoms 1 through 5: 0.130 -0.102 -0.264 -0.319 0.882

---

Computed, not measured: 2 unconnected molecules or ions with the total composition C4H10NO at a distorted geometry, with wB97M-V/def2-TZVPD.

Computed properties:
orbital gap (alpha / beta): 0.34542 / 0.34546 Ha
DFT total energy: -287.97490 a.u.
strongest force on any atom: 5.60 eV/Å

```
! RIJCOSX wB97M-V def2-TZVPD def2/J DEFGRID3
* xyz 1 1
C 0.685 0.288 -0.428
C -0.422 -0.379 0.349
C 2.110 -0.392 -0.500
C -2.655 0.183 -0.406
N 0.335 1.005 0.823
O -0.535 -1.530 0.995
H 0.543 0.922 -1.233
H 2.387 -0.896 0.395
H 2.873 0.288 -0.883
H 2.014 -1.156 -1.271
H -2.996 -0.634 0.166
H -2.356 0.054 -1.436
H -2.883 1.125 0.086
H 0.879 1.138 1.687
H -0.267 1.922 0.758
H 0.290 -1.938 0.897
*
```

Results of the Löwdin charge analysis, in e, for atoms 1 through 5: -0.215 -0.187 0.005 0.226 0.120

---

Computed, not measured: 5 unconnected molecules or ions with the total composition C36H78N4O5 at a distorted geometry, with wB97M-V/def2-TZVPD.

Computed properties:
SMILES: CC1(C)CCCC(C)(C)N1O.CC1(C)CCCC(C)(C)N1O.CC1(C)CCCC(C)(C)N1O.CC1(C)CCCC(C)(C)N1O.O
orbital gap: 0.30902 Ha
DFT total energy: -2013.56621 a.u.
strongest force on any atom: 1.44 eV/Å

```
! RIJCOSX wB97M-V def2-TZVPD def2/J DEFGRID3
* xyz 0 1
C -3.215 -2.432 -1.601
C -2.739 -1.995 -2.993
C -2.845 -3.213 -3.934
C -3.676 -0.875 -3.467
C -3.195 -0.236 -4.773
C -1.781 0.316 -4.548
C -0.786 -0.730 -4.042
C -0.316 -1.663 -5.171
C 0.447 0.002 -3.520
N -1.404 -1.425 -2.917
O -0.502 -2.317 -2.280
H -3.025 -1.614 -0.904
H -4.253 -2.748 -1.659
H -2.612 -3.274 -1.255
H -3.877 -3.575 -3.874
H -2.686 -2.961 -4.981
H -2.157 -4.008 -3.654
H -4.676 -1.294 -3.615
H -3.719 -0.095 -2.704
H -3.190 -0.929 -5.615
H -3.866 0.589 -5.021
H -1.802 1.131 -3.824
H -1.462 0.705 -5.520
H 0.070 -2.591 -4.734
H 0.559 -1.263 -5.689
H -1.082 -1.953 -5.888
H 0.180 0.536 -2.600
H 0.828 0.742 -4.225
H 1.259 -0.664 -3.226
H -0.391 -1.875 -1.421
C -5.066 2.961 0.698
C -3.831 3.681 1.300
C -4.309 4.655 2.365
C -2.954 2.627 1.980
C -2.223 1.735 0.999
C -1.458 2.559 -0.038
C -2.231 3.704 -0.704
C -1.181 4.712 -1.184
C -3.027 3.174 -1.890
N -3.038 4.411 0.311
O -3.859 5.369 -0.326
H -4.788 2.077 0.125
H -5.717 2.641 1.512
H -5.611 3.617 0.019
H -4.797 4.099 3.168
H -3.466 5.202 2.799
H -5.011 5.422 2.037
H -2.235 3.139 2.631
H -3.584 2.034 2.647
H -1.490 1.083 1.484
H -2.931 1.048 0.521
H -0.951 1.910 -0.756
H -0.624 2.996 0.531
H -0.504 4.162 -1.846
H -0.596 5.189 -0.404
H -1.670 5.464 -1.810
H -3.610 2.288 -1.627
H -2.324 2.854 -2.660
H -3.719 3.913 -2.292
H -3.520 6.214 -0.013
C 3.608 3.367 -2.338
C 3.270 3.004 -0.858
C 2.345 4.114 -0.359
C 2.584 1.646 -0.889
C 2.539 1.001 0.482
C 3.953 0.854 1.043
C 4.712 2.188 1.099
C 4.225 3.022 2.301
C 6.195 1.862 1.288
N 4.569 2.883 -0.181
O 5.226 4.137 -0.118
H 3.952 4.400 -2.382
H 4.350 2.672 -2.726
H 2.693 3.286 -2.928
H 2.825 5.091 -0.435
H 1.445 4.151 -0.963
H 2.071 4.023 0.695
H 1.556 1.806 -1.230
H 3.036 1.000 -1.647
H 2.013 1.673 1.170
H 2.048 0.030 0.428
H 4.500 0.132 0.426
H 3.900 0.435 2.050
H 4.831 3.930 2.348
H 4.394 2.499 3.244
H 3.180 3.300 2.199
H 6.588 1.341 0.417
H 6.292 1.269 2.202
H 6.821 2.738 1.470
H 5.822 4.113 -0.875
C -1.459 -5.378 3.828
C -0.036 -4.787 3.818
C -0.028 -3.505 4.655
C 0.854 -5.867 4.449
C 2.346 -5.536 4.351
C 2.742 -5.285 2.905
C 1.786 -4.333 2.130
C 2.223 -2.888 2.462
C 2.016 -4.605 0.637
N 0.392 -4.649 2.431
O -0.488 -3.765 1.742
H -1.762 -5.533 4.860
H -2.141 -4.682 3.334
H -1.477 -6.291 3.234
H 0.979 -3.134 4.837
H -0.624 -2.738 4.157
H -0.484 -3.700 5.627
H 0.576 -6.042 5.489
H 0.735 -6.813 3.912
H 2.544 -4.626 4.931
H 2.967 -6.312 4.799
H 2.821 -6.214 2.336
H 3.719 -4.798 2.874
H 2.987 -2.561 1.756
H 2.631 -2.818 3.472
H 1.423 -2.146 2.428
H 1.648 -5.594 0.362
H 3.062 -4.519 0.348
H 1.451 -3.875 0.047
H -0.738 -4.264 0.957
O -0.007 -1.386 0.278
H 0.183 -2.015 0.992
H -0.148 -0.537 0.709
*
```

Results of the Löwdin charge analysis, in e, for atoms 1 through 5: -0.028 -0.524 -0.024 -0.135 -0.166

---

Computed, not measured: a single C4H7NO molecule at a distorted geometry, with wB97M-V/def2-TZVPD.

Computed properties:
SMILES: O[C@H]1[C@H]2CCN21
orbital gap: 0.36447 Ha
DFT total energy: -286.46933 a.u.
strongest force on any atom: 3.65 eV/Å

```
! RIJCOSX wB97M-V def2-TZVPD def2/J DEFGRID3
* xyz 0 1
O 1.740 0.321 0.893
C 1.363 -0.202 -0.331
C 0.020 -0.952 -0.193
C -1.149 -0.157 0.439
C -0.617 1.085 -0.281
N 0.302 0.264 -1.121
H 1.088 -0.448 1.115
H 2.135 -0.732 -0.886
H -0.102 -1.960 -0.571
H -1.295 -0.120 1.524
H -2.083 -0.497 -0.026
H -0.085 1.786 0.368
H -1.318 1.611 -0.928
*
```

Results of the Löwdin charge analysis, in e, for atoms 1 through 5: -0.020 -0.395 -0.155 -0.120 -0.156

---

- Which value of strongest force on any atom does entry 3 give?
  0.81 eV/Å

---

- Number 1 is which compound?
  C3H4N2O2

---

- Which value of DFT total energy does entry 2 give?
  -761.12969 a.u.